# C20H30F3NO2

A cluster of 2 separate species, C20H30F3NO2 in total (the ωB97M-V functional and the def2-TZVPD basis, the Open Molecules 2025 dataset).

Output
Structure (SMILES): CC(C)(C)C1=CC(=CC(F)(F)F)C=C(C(C)(C)C)C1=O.C1COCCN1
Highest occupied orbital energy: -7.95 eV
Molecular weight: 373.46 g mol⁻¹
E_LUMO: -1.892 eV

Cartesian coordinates (Å):
1 F -2.25736 -3.10279 0.36101
2 F -1.48299 -4.27243 -1.34691
3 F -2.01836 -2.12628 -1.58289
4 O -1.46836 -7.02671 3.96067
5 O 1.75712 2.16456 1.40592
6 N -1.35528 -4.93517 2.24577
7 C 2.26931 0.11470 0.33464
8 C -0.54523 -0.36350 0.31420
9 C 4.22835 0.49921 1.85574
10 C 1.77046 -1.08276 -0.10251
11 C -1.39081 -3.03199 -0.74970
12 C 0.37076 -1.39980 -0.08263
13 C -0.54223 -4.84417 3.41918
14 C -2.57909 -6.88953 3.07942
15 C -0.90910 3.25851 0.67475
16 C 4.14047 1.71574 -0.31336
17 C 1.32756 1.11528 0.86820
18 C -2.20232 -6.03536 1.87223
19 C 4.56513 -0.73032 -0.27871
20 C -0.12239 0.84407 0.79550
21 C 3.78591 0.40034 0.38981
22 C -0.03039 -2.70344 -0.39663
23 C -1.02426 -5.79116 4.51511
24 C -1.10764 1.89426 1.34518
25 C -2.55521 1.46202 1.12474
26 C -0.88483 2.07042 2.85293
27 H -3.12328 -5.60702 1.44996
28 H 5.64176 -0.53691 -0.21617
29 H -1.71135 -6.66087 1.10154
30 H -1.62836 3.97485 1.09047
31 H 0.13017 2.43039 3.03938
32 H 4.36839 -1.68750 0.21604
33 H -1.60530 -0.61239 0.22494
34 H 0.69198 -3.52060 -0.42598
35 H 4.29489 -0.81080 -1.33762
36 H 5.22006 1.89381 -0.22747
37 H 0.51704 -5.04689 3.17219
38 H -0.63622 -3.81321 3.79074
39 H -2.85136 -7.91490 2.79604
40 H 4.00743 -0.43713 2.38050
41 H -1.07599 3.18435 -0.40512
42 H -1.84641 -5.28475 5.05705
43 H -1.02355 1.11490 3.37068
44 H 3.87330 1.66463 -1.37444
45 H 3.69411 1.31491 2.35117
46 H 0.10474 3.62417 0.85447
47 H -1.60313 2.79379 3.25641
48 H -1.13022 -4.29081 1.50650
49 H -0.22071 -6.06277 5.21223
50 H -2.77292 1.34550 0.05753
51 H 2.42461 -1.84686 -0.52984
52 H -3.43284 -6.39822 3.58523
53 H -3.23173 2.22487 1.52670
54 H -2.77210 0.52020 1.63981
55 H 3.60452 2.54900 0.14904
56 H 5.30647 0.69177 1.91284



# C30H31BrN6O4Zr

A structure of composition C30H31BrN6O4Zr (the ωB97M-V functional and the def2-TZVPD basis, the Open Molecules 2025 dataset).

Output
Net charge: +2
Highest occupied orbital energy: -13.54 eV
Energy relative to the best compared isomer or geometry (same formula, charge and spin): 9.6 kcal/mol
Molecular weight: 710.74 g mol⁻¹
E_LUMO: -5.707 eV

Cartesian coordinates (Å):
1 Zr -0.18101 0.01053 0.40537
2 Br 1.24702 -7.94940 3.21859
3 O 0.59815 -1.07737 2.18623
4 O -0.19740 1.57329 1.62994
5 O 3.13760 1.52227 -2.20279
6 O -0.59594 -1.99978 0.64403
7 N 2.29760 1.81044 -1.16944
8 N -0.90304 1.69837 -1.07961
9 N 0.90750 1.71760 0.88019
10 N -0.38514 -0.79503 -1.76771
11 N 1.80159 -0.81149 -0.24555
12 N -2.43434 -0.14583 0.59973
13 C 1.28931 -3.80328 3.16734
14 C 3.83663 -2.69498 -0.30161
15 C -1.50349 2.84131 -0.73647
16 C 3.91387 -1.59700 0.54677
17 C -0.15345 -5.84819 1.92564
18 C -3.96815 -0.07408 2.44464
19 C 3.72364 3.68178 -0.37618
20 C 1.53475 2.82984 0.72606
21 C 1.54923 -5.12131 3.48773
22 C -0.43476 1.57876 -2.32815
23 C 2.55480 2.75037 -0.33611
24 C -4.18483 -1.76041 0.77804
25 C -1.79439 -1.03947 -2.15590
26 C 0.84559 -6.14011 2.85025
27 C 2.88195 -0.67521 0.53297
28 C 0.32490 -3.49667 2.20550
29 C -2.67805 -1.84479 -1.19786
30 C -0.40370 -4.53352 1.60806
31 C 1.72471 -1.86194 -1.06874
32 C -3.09641 -1.20273 0.10664
33 C -0.54234 2.60207 -3.26349
34 C 0.15349 0.23598 -2.67048
35 C 0.09906 -2.13314 1.70907
36 C -4.62979 -1.19421 1.95861
37 C 1.25754 4.06800 1.50734
38 C 2.73768 -2.81517 -1.13648
39 C -1.19255 3.77272 -2.90684
40 C -1.69152 3.89144 -1.61690
41 C -2.87008 0.39605 1.74999
42 C 0.44993 -2.00136 -1.87603
43 H -0.07463 -0.00653 -3.71992
44 H 4.59775 3.20482 0.06755
45 H -0.09802 -2.85535 -1.46553
46 H -1.17013 -4.28660 0.88836
47 H -1.80761 -1.56310 -3.12488
48 H -1.31392 4.57386 -3.61838
49 H 1.24231 0.28543 -2.56029
50 H 3.97252 3.95924 -1.39953
51 H 0.33512 3.93870 2.07185
52 H -4.67232 -2.63461 0.37248
53 H 4.75927 -1.45886 1.20054
54 H 1.17936 4.93213 0.85163
55 H -1.85763 2.90936 0.28542
56 H -4.28260 0.42311 3.34721
57 H -2.31865 1.25601 2.12002
58 H -5.46498 -1.61432 2.49539
59 H -0.14969 2.47531 -4.25994
60 H 2.66542 -3.63604 -1.83106
61 H 4.61870 -3.43823 -0.31647
62 H 1.82122 -3.00475 3.66105
63 H 0.68985 -2.23648 -2.92406
64 H 3.92854 2.09644 -2.22921
65 H -3.59994 -2.05521 -1.74848
66 H -2.27097 -0.06170 -2.28883
67 H 3.52711 4.59277 0.17831
68 H 2.06046 4.24405 2.22100
69 H -0.71007 -6.64393 1.45344
70 H 2.29564 -5.37313 4.22562
71 H -2.23256 -2.81453 -0.96400
72 H 2.90056 0.20344 1.17302
73 H -2.22727 4.77161 -1.30176



# C2H2N3P

The molecule C2H2N3P (the ωB97M-V functional and the def2-TZVPD basis, the Open Molecules 2025 dataset).

Output
Structure (SMILES): N#CP(N)C#N
Highest occupied orbital energy: -10.79 eV
Energy relative to the best compared isomer or geometry (same formula, charge and spin): 7.2 kcal/mol
Molecular weight: 99.03 g mol⁻¹
E_LUMO: -0.197 eV

Cartesian coordinates (Å):
1 P -0.10152 0.03567 -0.87332
2 N -1.21636 -2.31115 0.56162
3 N 1.37882 0.05816 -0.26078
4 N -1.80147 1.89510 0.69196
5 C -1.11591 1.16334 0.09717
6 C -0.69309 -1.42157 0.05933
7 H 1.44575 0.42001 0.69202
8 H 2.10378 0.16043 -0.96800



# C38H39As2FIrNS2SiTe

A structure of composition C38H39As2FIrNS2SiTe (the ωB97M-V functional and the def2-TZVPD basis, the Open Molecules 2025 dataset).

Output
<S²>: 6.02
Highest occupied orbital energy (alpha / beta): -7.15 / -8.02 eV
Energy relative to the best compared isomer or geometry (same formula, charge and spin): 38.8 kcal/mol
Molecular weight: 1090.62 g mol⁻¹
E_LUMO (alpha / beta): 0.364 / -2.075 eV
2S+1: 5

Cartesian coordinates (Å):
1 Ir -1.26512 1.25736 1.53446
2 Te -0.84730 3.84736 1.52602
3 As 0.96931 0.09995 1.65983
4 As 0.22315 -2.58368 -2.17414
5 S -2.34899 5.58837 3.83887
6 S -2.04067 0.77057 -0.57351
7 Si -3.38586 1.51737 -3.56164
8 F -2.42881 0.39946 2.92628
9 N -3.89463 2.19360 0.51602
10 C 2.67801 0.90185 1.87941
11 C -2.45133 5.20591 5.44668
12 C 3.43757 0.68881 -3.22744
13 C -5.08139 3.15924 -1.83873
14 C 1.27981 -4.24381 -1.84770
15 C 0.19197 -1.95298 -0.31445
16 C 3.90596 0.32747 1.60117
17 C -1.96293 3.95987 5.70223
18 C -4.99686 3.02918 0.55268
19 C -0.39220 -1.87934 3.21593
20 C 2.69041 2.24478 2.34353
21 C 1.23143 -0.18014 -3.19185
22 C 2.41782 -6.85404 -1.59081
23 C -3.55711 -0.29968 -3.57719
24 C 0.60202 -3.21429 4.99470
25 C 2.20915 -6.21363 -2.82081
26 C 1.37588 -1.05438 0.13639
27 C 3.91256 -0.62946 -3.06673
28 C -3.46020 1.84246 -0.68637
29 C 3.04103 -1.68503 -2.83483
30 C -1.61424 2.05087 -4.03831
31 C 1.94775 -1.60137 3.93184
32 C -1.39642 3.26752 4.58364
33 C -4.56330 2.11846 -4.83302
34 C 1.97053 -6.15428 -0.46627
35 C 5.01913 2.40391 2.06502
36 C -1.52121 4.08937 3.45624
37 C 1.78261 -2.56753 4.88271
38 C 1.66765 -1.45623 -2.83436
39 C -4.02659 2.20790 -1.91979
40 C 3.79561 3.03465 2.38221
41 C 5.07774 1.08306 1.70454
42 C 1.32976 -4.91910 -0.63613
43 C 2.07319 0.90901 -3.36926
44 C 1.71681 -4.92344 -2.99367
45 C -5.56699 3.54552 -0.59317
46 C 0.83994 -1.21930 3.15754
47 C -0.45748 -2.90221 4.18170
48 H 1.69445 -4.41793 -3.98250
49 H 2.86902 -1.03224 3.77393
50 H 0.14798 -0.05977 -3.37418
51 H -5.49339 3.53418 -2.79489
52 H 0.51345 -4.01242 5.79315
53 H 3.72296 4.04925 2.72149
54 H -6.40231 4.25694 -0.55221
55 H -4.52731 -0.38593 -3.10293
56 H 1.60960 -0.40372 -0.70219
57 H 4.05313 -0.64459 1.22241
58 H -1.15937 1.29405 -4.70135
59 H -4.34741 1.56385 -5.68411
60 H -1.09949 2.23895 -3.09305
61 H 6.02913 0.60817 1.54178
62 H 0.07180 -2.86114 0.27871
63 H -0.72990 -1.39149 -0.16357
64 H 5.93288 3.01062 2.05299
65 H 4.11128 1.50687 -3.24408
66 H -5.63416 2.05494 -4.55309
67 H -2.93859 5.82849 6.18215
68 H 4.94947 -0.75915 -3.00651
69 H 2.55180 -6.71264 -3.69249
70 H 1.69407 2.61366 2.68478
71 H -4.36967 3.16570 -5.19429
72 H -2.00568 3.45312 6.58413
73 H 3.41097 -2.67590 -2.59295
74 H -1.61796 3.03364 -4.60007
75 H -1.21928 -1.47583 2.70569
76 H -1.40617 -3.41414 4.32419
77 H 1.99833 -6.55016 0.56370
78 H 1.63409 1.89869 -3.42445
79 H -3.64440 -0.49841 -4.66184
80 H -1.00677 2.23072 4.55557
81 H 2.86689 -7.86243 -1.65904
82 H 2.57363 -2.83905 5.58395
83 H -5.30204 3.36138 1.53053
84 H 0.89946 -4.36644 0.18726
85 H -2.81118 -0.93904 -3.11760
86 H 2.25349 -1.61069 0.38149